The following is a quantum chemistry calculation of a structure of composition C3H4GdO3 in a non-equilibrium geometry, from OMol25.

Geometry as XYZ:
```
11
Properties=species:S:1:pos:R:3:forces:R:3
H 0.3050 -1.4701 1.1429 0.9 -0.6 -2.2
O -0.1572 -0.5659 -0.8065 -0.8 0.4 -0.7
Gd -1.2051 -0.8911 -3.1640 -0.1 0.7 0.9
C 0.7225 -0.7796 0.2731 -1.1 -0.2 1.8
C 0.4434 0.3760 1.2290 -0.8 2.5 -0.8
H 1.7505 -0.9023 -0.0767 -0.2 -0.3 0.3
H 1.3232 1.0205 1.3343 -0.1 0.0 0.5
H -0.1640 0.1680 2.1149 0.3 0.3 0.0
O -1.5256 0.9569 -1.7213 -0.4 -0.2 -0.8
C -0.8929 0.7543 -0.7003 2.1 -1.1 1.7
O -0.5998 1.3333 0.3747 0.2 -1.5 -0.8
```
Forces are in eV/Å.

Values from the calculation:
Energy in a.u.: -1106.7153
Net charge: +3
2S+1: 8
⟨S²⟩: 16.20
Largest force on an atom in hartree/bohr: 0.0555
E_HOMO (alpha / beta) in eV: -24.87 / -23.79

Computed Löwdin charges, given in elementary charges:
1 H 0.244
2 O -0.139
3 Gd 2.432
4 C -0.044
5 C 0.168
6 H 0.179
7 H 0.182
8 H 0.172
9 O 0.018
10 C -0.454
11 O 0.241

***

The following is a quantum chemistry calculation of the ion C9H14NS with charge +1 in a non-equilibrium geometry, from OMol25.

Geometry as XYZ:
```
25
Properties=species:S:1:pos:R:3:forces:R:3
C -2.3650 -0.7175 2.2795 1.2 -0.5 2.8
C -0.0417 -0.1423 3.1729 -2.0 0.2 -1.7
C -1.5229 -0.3829 1.3114 0.7 0.5 0.0
C -0.2207 0.0369 1.7868 0.1 0.2 1.0
C -1.7087 -0.4504 -0.1642 -4.0 0.0 1.6
C 0.7210 0.5935 0.8078 -0.2 -3.1 1.3
C 2.0704 0.0067 0.7724 0.5 -1.5 -2.3
C 0.4066 1.6969 -0.0175 2.2 3.1 -0.7
C -0.2311 -0.7348 -2.0838 1.2 1.9 0.3
N -0.5869 -0.9687 -0.7319 2.1 0.4 -0.1
S -1.5854 -0.6928 3.8801 1.6 1.0 -1.5
H -3.3089 -1.1730 2.3672 -1.1 -0.3 -0.7
H 0.7970 0.2745 3.7045 0.0 -0.4 0.5
H -2.6103 -1.1173 -0.3215 0.4 1.1 -0.2
H -1.8957 0.5899 -0.3965 -0.3 0.1 -1.1
H 2.3018 -0.0590 -0.3461 0.2 0.5 1.3
H 2.1081 -1.0625 1.0590 -0.2 0.8 0.4
H 2.8555 0.5550 1.2829 0.0 0.3 0.0
H 0.6437 1.6771 -1.1401 -0.7 -0.4 1.6
H 1.3075 2.4123 0.3061 -1.7 -0.9 -0.5
H -0.4909 2.1901 0.3267 -0.3 0.2 -0.6
H -0.4985 -1.3996 -2.8329 -1.2 -1.8 -1.1
H -0.6273 0.2617 -2.4282 0.7 -0.8 0.5
H 0.8596 -0.7984 -2.0636 0.2 0.6 -0.6
H -0.3607 -1.8221 -0.2846 0.6 -1.1 -0.2
```
Forces are in eV/Å.

Values from the calculation:
Energy in a.u.: -803.9302
Net charge: +1
Largest force on an atom in hartree/bohr: 0.0847
E_HOMO in eV: -12.60

Computed Löwdin charges, given in elementary charges:
1 C -0.281
2 C -0.247
3 C -0.291
4 C -0.250
5 C -0.213
6 C -0.210
7 C -0.009
8 C -0.019
9 C -0.066
10 N -0.098
11 S 1.036
12 H 0.069
13 H 0.086
14 H 0.163
15 H 0.130
16 H 0.121
17 H 0.113
18 H 0.112
19 H 0.141
20 H 0.184
21 H 0.106
22 H 0.066
23 H 0.119
24 H 0.087
25 H 0.149

***

The following is a quantum chemistry calculation of a cluster of 2 separate species, C36H41FN2O2 in total in a non-equilibrium geometry, from OMol25.

Geometry as XYZ:
```
82
Properties=species:S:1:pos:R:3:forces:R:3
C -5.4121 -1.0021 3.1666 0.2 0.3 0.1
C -4.6693 -1.3408 1.8671 0.2 0.1 -0.1
C -4.5372 -2.8643 1.8101 0.1 -0.1 0.0
C -5.5025 -0.8688 0.6694 0.1 0.2 -0.1
C -3.2876 -0.6355 1.8165 0.4 -1.0 -0.2
C -2.1341 -1.2955 1.5046 -1.2 -0.2 -0.1
C -0.8309 -0.6838 1.5794 2.0 -1.5 -0.5
C 0.3235 -1.4318 1.2744 -3.0 0.6 0.6
C 1.6662 -1.0848 1.6364 2.0 1.0 0.2
C 2.1779 0.2363 1.4664 0.0 -0.6 0.0
C 3.4673 0.5264 1.8916 0.1 0.4 -0.2
F 3.9786 1.7738 1.6128 -0.5 -0.9 0.3
C 4.2740 -0.3918 2.5468 -0.4 -0.2 -0.1
C 3.7809 -1.6985 2.6946 0.3 0.3 -0.2
C 2.5405 -2.0621 2.1941 -0.9 0.4 -0.2
C -0.7832 0.6661 2.0510 -0.6 1.4 0.4
C -1.8921 1.4610 2.1412 1.2 0.0 0.0
C -1.7840 2.9865 2.3849 0.1 -0.2 0.2
C -2.4037 3.7571 1.2129 -0.1 -0.2 -0.2
C -0.3267 3.4360 2.5265 0.1 0.0 0.0
C -2.5037 3.3657 3.6834 -0.1 -0.2 0.1
C -3.2187 0.8310 2.0030 -1.9 1.1 -0.2
O -4.2686 1.5168 2.0320 1.8 -1.1 0.1
H -5.6099 0.0700 3.2189 0.0 -0.2 0.1
H -6.3646 -1.5456 3.2118 0.2 0.1 0.0
H -4.8001 -1.2903 4.0284 -0.1 0.0 0.0
H -4.0894 -3.2003 0.8689 0.0 0.0 0.1
H -3.9371 -3.2399 2.6484 0.0 0.0 -0.2
H -5.5343 -3.3191 1.8824 0.2 0.1 0.0
H -4.9578 -1.0717 -0.2606 -0.2 0.0 0.1
H -6.4675 -1.3896 0.6440 0.2 0.1 0.0
H -5.6690 0.2094 0.7493 -0.1 -0.2 -0.1
H -2.1733 -2.3519 1.2243 0.0 0.3 0.1
H 0.1579 -2.4408 0.8906 0.0 0.2 0.2
H 1.6133 0.9924 0.9156 0.2 -0.2 0.3
H 5.2567 -0.0918 2.8990 -0.2 -0.1 -0.1
H 4.4033 -2.4440 3.1859 -0.1 0.1 -0.1
H 2.1760 -3.0933 2.2754 0.2 0.4 0.1
H 0.1839 1.0725 2.3333 -0.3 0.0 -0.2
H -3.4756 3.5519 1.1531 0.2 0.1 0.0
H -2.2405 4.8353 1.3467 0.0 -0.2 0.0
H -1.9439 3.4446 0.2683 -0.1 0.1 0.2
H 0.1619 2.9369 3.3734 0.0 0.1 -0.2
H 0.2520 3.2529 1.6110 -0.1 0.0 0.2
H -0.3036 4.5159 2.7247 0.0 -0.2 -0.1
H -2.0895 2.7797 4.5114 -0.1 0.2 0.0
H -2.3554 4.4326 3.8937 -0.1 -0.2 0.0
H -3.5711 3.1507 3.5963 0.1 0.1 0.1
C 5.8007 -3.5521 -4.6304 0.0 0.0 0.0
N 5.7367 -2.7461 -3.4254 0.7 0.0 -0.2
C 6.7243 -3.1143 -2.4216 0.2 -0.1 -0.1
C 4.6819 -1.9303 -3.1774 -0.7 0.1 0.3
C 3.6178 -1.7690 -4.1070 0.3 -0.1 0.5
C 2.4283 -1.1945 -3.7296 0.1 0.3 1.0
N 2.2409 -0.6993 -2.4480 1.3 -1.2 -0.4
C 1.0716 -0.1216 -2.0066 -1.4 1.0 0.0
C -0.0731 0.0014 -2.8419 0.1 -0.5 0.6
C -0.9477 1.2196 -2.6538 -0.3 0.1 0.2
C -2.2624 1.2070 -3.1503 0.1 0.3 0.0
C -3.0141 2.3852 -3.1820 0.3 0.0 0.2
C -2.4675 3.5867 -2.7003 0.1 -0.3 0.1
C -1.1849 3.5871 -2.1381 -0.1 -0.2 -0.2
C -0.4337 2.4062 -2.1121 -0.3 0.1 -0.1
O -0.3841 -0.8180 -3.7318 0.2 0.4 -0.2
C 3.3094 -0.7538 -1.5728 -0.6 0.2 -0.8
C 4.5231 -1.2726 -1.9225 -0.1 -0.3 -0.3
H 5.4143 -3.0089 -5.4964 0.2 -0.1 0.1
H 6.8443 -3.8203 -4.8164 -0.1 0.1 -0.1
H 5.2324 -4.4884 -4.5221 0.0 0.1 0.0
H 6.5658 -2.6286 -1.4565 0.0 -0.1 -0.3
H 6.7078 -4.2017 -2.2617 -0.1 0.2 0.0
H 7.7279 -2.8565 -2.7862 -0.1 0.0 0.2
H 3.6744 -2.1361 -5.1288 0.0 0.0 0.4
H 1.5750 -1.1501 -4.3969 0.0 0.1 0.3
H 1.1236 0.3910 -1.0464 0.2 -0.1 -0.6
H -2.6774 0.2729 -3.5396 0.3 0.3 0.1
H -4.0255 2.3644 -3.5959 0.3 0.1 0.2
H -3.0466 4.5111 -2.7485 0.2 -0.3 0.0
H -0.7536 4.5086 -1.7378 -0.2 -0.3 -0.1
H 0.5767 2.4077 -1.6991 -0.3 0.1 -0.2
H 3.0929 -0.3430 -0.5884 0.3 -0.1 -0.4
H 5.3240 -1.2066 -1.1873 -0.3 -0.1 -0.2
```
Forces are in eV/Å.

Values from the calculation:
Energy in a.u.: -1756.1695
Largest force on an atom in hartree/bohr: 0.0616
E_HOMO in eV: -6.34

Computed Löwdin charges, given in elementary charges:
1 C -0.048
2 C -0.545
3 C -0.076
4 C -0.043
5 C -0.059
6 C 0.035
7 C -0.174
8 C 0.039
9 C -0.209
10 C -0.011
11 C -0.257
12 F 0.040
13 C -0.008
14 C -0.071
15 C -0.026
16 C 0.031
17 C -0.047
18 C -0.538
19 C -0.034
20 C -0.068
21 C -0.047
22 C -0.251
23 O 0.035
24 H 0.075
25 H 0.087
26 H 0.090
27 H 0.081
28 H 0.090
29 H 0.087
30 H 0.091
31 H 0.087
32 H 0.077
33 H 0.114
34 H 0.126
35 H 0.116
36 H 0.119
37 H 0.108
38 H 0.119
39 H 0.085
40 H 0.082
41 H 0.093
42 H 0.063
43 H 0.089
44 H 0.084
45 H 0.089
46 H 0.091
47 H 0.087
48 H 0.078
49 C -0.055
50 N -0.192
51 C -0.047
52 C -0.216
53 C 0.011
54 C 0.012
55 N -0.040
56 C -0.073
57 C -0.403
58 C -0.149
59 C -0.024
60 C -0.078
61 C -0.093
62 C -0.113
63 C -0.047
64 O -0.027
65 C -0.009
66 C 0.012
67 H 0.079
68 H 0.089
69 H 0.103
70 H 0.070
71 H 0.095
72 H 0.094
73 H 0.102
74 H 0.120
75 H 0.078
76 H 0.115
77 H 0.101
78 H 0.101
79 H 0.104
80 H 0.103
81 H 0.101
82 H 0.103

***

The following is a quantum chemistry calculation of a cluster of 2 separate species, H2OS2 in total in a non-equilibrium geometry, from OMol25.

Geometry as XYZ:
```
5
Properties=species:S:1:pos:R:3:forces:R:3
O -1.4992 0.2742 -0.2215 0.6 -1.6 -3.3
S 0.0532 0.1498 0.2180 1.7 0.8 0.9
S 3.0666 -0.1166 -0.1200 -0.2 0.1 0.0
H -1.9628 0.7105 0.4218 -1.8 1.6 2.7
H 0.3421 -1.0179 -0.2982 -0.2 -0.9 -0.3
```
Forces are in eV/Å.

Values from the calculation:
Energy in a.u.: -872.6583
Largest force on an atom in hartree/bohr: 0.0730
E_HOMO (alpha / beta) in eV: -9.03 / -9.09

Computed Löwdin charges, given in elementary charges:
1 O -0.496
2 S 0.636
3 S 0.065
4 H -0.027
5 H -0.178

***

The following is a quantum chemistry calculation of an isolated molecule of C3H8N2S in a non-equilibrium geometry, from OMol25.

Geometry as XYZ:
```
14
Properties=species:S:1:pos:R:3:forces:R:3
C -1.3262 -0.5981 -0.8587 -0.8 1.1 1.7
C 0.2347 -0.3973 0.9865 0.9 -0.7 -0.1
C 1.4229 0.2357 0.2322 -0.2 -1.4 0.3
H -1.3334 -1.6609 -0.7519 0.0 -0.9 0.2
H -2.2961 -0.2642 -1.2142 -0.2 0.0 0.1
H -0.6333 -0.3520 -1.6140 1.1 0.4 -0.7
H -1.7566 -0.0112 1.1001 0.3 0.0 -0.3
H 0.2620 -0.1513 2.0588 0.3 -0.1 -0.3
H 0.3576 -1.4986 0.8540 -0.1 0.6 0.3
H 1.8569 1.8910 -0.7288 0.7 0.5 -0.6
H 0.2276 1.8395 -0.1615 0.2 -0.3 0.3
N -0.9896 0.1037 0.4391 -1.2 -0.5 -1.2
N 1.1663 1.4511 -0.1789 -0.6 1.1 -0.1
S 2.8072 -0.5875 -0.1625 -0.3 0.2 0.4
```
Forces are in eV/Å.

Values from the calculation:
Energy in a.u.: -626.7976
SMILES: CNCC(N)=S
Largest force on an atom in hartree/bohr: 0.0425
E_HOMO in eV: -8.19

Computed Löwdin charges, given in elementary charges:
1 C -0.082
2 C -0.271
3 C -0.908
4 H 0.068
5 H 0.077
6 H 0.059
7 H 0.107
8 H 0.127
9 H 0.104
10 H 0.083
11 H 0.111
12 N -0.141
13 N 0.082
14 S 0.583

***

The following is a quantum chemistry calculation of an isolated molecule of C3H6ClF in a non-equilibrium geometry, from OMol25.

Geometry as XYZ:
```
11
Properties=species:S:1:pos:R:3:forces:R:3
C 1.1816 -0.2727 -0.1936 -0.9 3.1 1.0
C -0.2029 -0.7016 0.2811 0.6 4.2 -0.4
C -1.0911 0.4465 -0.3062 0.2 1.7 3.1
H 1.3492 0.7381 0.3659 0.3 -2.2 -0.6
H 1.9177 -0.9890 0.0387 1.1 -0.6 -0.3
H 1.0938 0.1751 -1.1950 0.6 -1.2 -0.2
H -0.5669 -1.5622 -0.1447 -0.6 -2.6 -0.2
H -2.1437 0.4951 0.1591 1.4 -0.4 -1.5
H -0.8789 0.6220 -1.3781 -1.0 -0.6 0.5
F -0.4933 1.6585 0.2917 -1.0 -0.7 -0.8
Cl -0.1656 -0.6097 2.0809 -0.6 -0.7 -0.5
```
Forces are in eV/Å.

Values from the calculation:
Energy in a.u.: -677.9211
SMILES: C[C@@H](Cl)CF
Largest force on an atom in hartree/bohr: 0.0821
E_HOMO in eV: -10.79

Computed Löwdin charges, given in elementary charges:
1 C -0.152
2 C -0.691
3 C -0.153
4 H 0.103
5 H 0.056
6 H 0.077
7 H 0.071
8 H 0.140
9 H 0.119
10 F -0.179
11 Cl 0.610

***

The following is a quantum chemistry calculation of an isolated molecule of C2H2N4O2 in a non-equilibrium geometry, from OMol25.

Geometry as XYZ:
```
10
Properties=species:S:1:pos:R:3:forces:R:3
C 1.9288 -0.3818 -0.0560 -2.0 2.7 1.3
C -0.4264 -0.4318 0.0038 -2.1 0.7 -0.1
H 2.6368 -1.0993 0.1331 2.1 -1.9 -0.2
H -0.1102 1.7332 -0.0069 -0.2 -1.1 0.0
N -1.5589 -1.1450 0.0094 2.3 -0.7 -0.4
N -2.5151 -0.2703 -0.0487 -0.9 1.7 0.7
N -2.1123 0.9353 0.0031 1.6 0.4 -0.6
N -0.6500 0.8595 -0.0091 -3.3 0.9 0.2
O 2.0876 0.8044 -0.0093 -0.1 -0.5 -0.6
O 0.7198 -1.0042 -0.0196 2.7 -2.2 -0.3
```
Forces are in eV/Å.

Values from the calculation:
Energy in a.u.: -446.8542
SMILES: O=COc1nnn[nH]1
Largest force on an atom in hartree/bohr: 0.0691
E_HOMO in eV: -10.47

Computed Löwdin charges, given in elementary charges:
1 C -0.234
2 C -0.470
3 H 0.127
4 H 0.162
5 N 0.078
6 N -0.079
7 N 0.024
8 N 0.143
9 O 0.119
10 O 0.130